1.
57
Properties=species:S:1:pos:R:3:forces:R:3:nbo_charge:R:1 method="wB97M-V/def2-TZVPD" total_charge=+2 e_above_lowest_kj_mol=68.5 gap_ev=6.7 e_tot_ha=-11488.84428 spin_multiplicity=1 lumo_ev=-6.73
Re 0.16140 0.10319 0.96810 -0.1932 0.5263 -0.7376 0.7071
C 6.87612 1.76806 -2.65084 0.0040 0.0045 0.0034 -0.6277
C 6.88850 1.19862 -1.23964 0.0050 0.0186 0.0026 -0.0239
C 7.89009 1.86019 -0.30680 -0.0299 -0.0121 -0.0104 -0.4119
C 7.51875 3.31418 -0.06410 0.0207 0.0048 -0.0070 -0.4387
C 6.10091 3.41974 0.42303 0.0036 0.0115 0.0235 0.0004
C 5.69907 4.48016 1.19937 0.0075 -0.0061 -0.0191 -0.2033
C 4.39105 4.55670 1.67844 -0.0308 -0.0172 0.0062 0.4312
F 4.06248 5.58575 2.45279 -0.0054 0.0040 0.0023 -0.2869
C 3.45592 3.60209 1.39692 0.0612 0.0089 0.0221 -0.2657
C 3.82761 2.51966 0.58326 0.0070 0.0116 -0.0541 -0.1356
C 2.86488 1.50956 0.23437 0.0397 0.0156 0.1324 0.5023
O 1.62183 1.68121 0.57374 -0.2136 -0.0718 0.0338 -0.7770
C 3.32250 0.40475 -0.48269 0.0310 0.0142 0.0227 -0.3263
C 4.63726 0.36914 -0.92171 -0.0284 0.0014 0.0147 0.1879
N 5.51451 1.31471 -0.65255 0.0262 0.0277 0.0312 -0.2942
C 5.15227 2.41904 0.11330 -0.0420 0.0073 -0.0330 0.2357
C 2.42599 -0.71340 -0.82900 0.0228 0.0889 -0.3653 0.8414
O 2.55356 -1.34793 -1.86448 0.0678 -0.0628 0.0453 -0.6518
O 1.47436 -0.98390 0.01965 0.5870 -0.6032 0.8821 -0.7171
H 7.88011 1.72196 -3.07137 -0.0029 -0.0075 -0.0036 0.2467
H 6.54583 2.80678 -2.66330 0.0028 0.0078 0.0031 0.2216
H 6.21227 1.19408 -3.29779 -0.0037 0.0052 0.0012 0.2233
H 7.08959 0.12814 -1.27216 0.0059 -0.0039 -0.0220 0.2261
H 8.88080 1.78213 -0.75247 -0.0029 -0.0060 -0.0069 0.2498
H 7.91753 1.31657 0.64014 -0.0012 0.0063 0.0055 0.2259
H 7.62993 3.89604 -0.98255 0.0073 0.0058 0.0011 0.2387
H 8.18755 3.76494 0.66798 -0.0031 -0.0054 0.0034 0.2516
H 6.39857 5.26103 1.47038 0.0038 -0.0044 -0.0005 0.2565
H 2.47061 3.65920 1.83468 0.0285 -0.0032 0.0261 0.2475
H 4.98281 -0.46685 -1.51665 0.0029 0.0043 -0.0119 0.2489
Se -2.17644 3.09579 -0.31618 -0.0236 -0.1804 -0.0628 -0.2331
Sb 0.47077 3.77954 -0.26120 -0.0016 0.1672 -0.0679 0.9785
Se -0.19161 0.58363 3.06611 0.1716 -0.2174 -0.0350 0.5726
Se -2.13724 0.88143 0.21792 0.0383 0.4738 0.7115 0.7538
Se 1.15088 3.61209 -2.46334 0.0013 -0.0841 -0.0430 -0.5301
N 0.43290 -1.20859 -3.60507 0.0690 -0.2014 0.4035 -0.6818
C -0.98143 -0.94381 -3.21571 -0.0249 0.1503 -0.2471 -0.3343
C -0.97654 -0.11093 -1.96089 -0.2458 -0.3510 0.1157 0.8634
O -2.17413 0.08041 -1.46350 0.4543 0.1511 -0.2348 -0.6464
O 0.06296 0.28075 -1.45395 -0.5871 0.2678 -0.3366 -0.6535
H 0.96980 -1.70122 -2.84580 -0.0836 0.2698 -0.2178 0.4935
H 0.93597 -0.32857 -3.73576 0.0670 0.0070 -0.0424 0.4498
H 0.48754 -1.74938 -4.46811 -0.0013 -0.0390 0.0046 0.4496
H -1.48334 -1.88409 -2.99155 0.0589 0.0772 -0.0310 0.2999
H -1.49350 -0.43802 -4.03309 -0.0045 0.0492 0.0173 0.2647
O -0.87018 -1.54368 3.61918 -0.1298 -0.0762 -0.0290 -0.5798
C -1.07160 -2.17192 2.57862 -0.0952 -0.0087 0.2428 0.7003
C -1.73061 -3.52334 2.50433 0.0663 -0.0356 -0.0318 -0.4976
C -1.77335 -3.82493 1.00701 0.0243 -0.0197 -0.0528 -0.5193
C -1.21630 -2.58118 0.35709 0.1812 0.0326 0.4590 0.7342
O -1.14404 -2.32747 -0.82862 0.0334 -0.3212 0.1083 -0.6563
N -0.76301 -1.70205 1.34009 -0.3064 -0.0897 -0.5958 -0.6739
H -2.71108 -3.46318 2.97558 -0.0083 0.0075 -0.0231 0.2674
H -1.14241 -4.23672 3.08015 -0.0074 0.0010 0.0091 0.2686
H -2.77148 -4.02399 0.62015 -0.0083 0.0104 0.0115 0.2640
H -1.14366 -4.66981 0.72727 -0.0154 -0.0113 -0.0238 0.2639

***

2.
17
Properties=species:S:1:pos:R:3:forces:R:3:nbo_charge:R:1 method="wB97M-V/def2-TZVPD" total_charge=+1 e_above_lowest_kj_mol=615.0 gap_ev="5.9 / 7.8" e_tot_ha=-267.89513 spin_multiplicity=3 lumo_ev="-3.04 / -8.67"
C -0.86559 -0.78984 -0.83387 -1.3746 0.0891 -3.8206 -0.2473
C 1.77439 -0.62535 -0.07507 1.9181 -1.6102 3.3500 -0.6556
C -0.69406 1.55667 -0.14133 1.0712 -0.6205 -0.6340 -0.4346
C 0.66787 -0.26718 0.90663 1.2102 1.0526 2.2563 -0.2334
N -1.54918 -0.81232 0.44745 -9.0769 -3.2366 0.8283 -0.0651
N -0.52565 0.12018 0.21725 6.1652 8.0341 0.8300 -0.1828
H -0.26721 -1.62564 -0.97469 1.1468 -1.0966 -0.7834 0.2580
H -1.42729 -0.23318 -1.63980 0.3759 -1.5947 0.6444 0.2574
H 1.95973 -1.73106 0.01973 0.1555 1.0223 -0.3625 0.2394
H 1.53014 -0.41595 -1.05113 -0.5841 0.6307 -2.2897 0.2147
H 2.72012 -0.08635 0.19445 -0.8504 -0.6234 -0.2786 0.2566
H -1.70388 1.77032 -0.45028 -0.4597 -0.1518 -0.2175 0.2208
H -0.41851 2.18474 0.65812 0.0310 0.4467 1.3742 0.2443
H 0.03750 1.84947 -0.92565 -0.5426 -0.5589 -0.2114 0.2431
H 0.99700 0.61595 1.58507 -0.8165 -1.4440 -1.0734 0.2600
H 0.28550 -1.07621 1.62555 1.0373 0.5399 -0.7881 0.2183
H -2.52086 -0.43424 0.43755 0.5937 -0.8787 1.1759 0.4062

***

3.
18
Properties=species:S:1:pos:R:3:forces:R:3:nbo_charge:R:1 method="wB97M-V/def2-TZVPD" total_charge=+2 e_above_lowest_kj_mol=90.9 gap_ev="10.1 / 9.3" e_tot_ha=-251.68588 spin_multiplicity=2 lumo_ev="-9.84 / -12.08"
C -1.09682 0.56527 0.87718 -0.1277 0.7418 0.6090 -0.2456
C 0.39783 0.43789 1.14669 0.3420 0.1504 -0.0570 -0.4542
C 1.40307 0.70692 0.01877 -0.1994 0.0063 -1.3718 -0.5092
C 0.76771 -1.11337 -1.74278 0.8343 -0.0648 0.0244 -0.1806
C 1.36092 0.06897 -1.32466 -0.8630 0.0101 0.0856 0.1575
N -1.86095 -0.69293 0.49091 -0.5961 1.6137 -0.1893 -0.6737
H -1.60992 0.96639 1.74831 0.1628 -0.3180 0.3384 0.2674
H -1.29610 1.35365 0.14660 -0.0847 -0.4571 -0.4456 0.2463
H 0.66622 -0.44798 1.68687 -0.0763 -0.7642 0.2708 0.2537
H 0.61222 1.23195 1.86177 -0.0026 0.0496 0.0802 0.2920
H 1.39679 1.76604 -0.26308 0.2402 0.1691 0.3842 0.2943
H 2.45424 0.49481 0.29773 0.0468 0.2286 0.3313 0.3450
H 1.04885 -2.03143 -1.22142 -0.5565 -0.1038 0.1103 0.2762
H 0.25660 -1.15419 -2.70551 0.1280 -0.1937 -0.0116 0.2789
H 1.79685 0.62971 -2.15953 0.1472 0.2416 0.1730 0.2853
H -2.85028 -0.42118 0.40953 0.0269 -0.0074 -0.1416 0.4656
H -1.88719 -1.44561 1.18343 0.7022 -0.2375 -0.2058 0.4690
H -1.56005 -0.91493 -0.45081 -0.1239 -1.0649 0.0155 0.4322

***

4.
5
Properties=species:S:1:pos:R:3:forces:R:3:nbo_charge:R:1 method="wB97M-V/def2-TZVPD" e_above_lowest_kj_mol=113.8 gap_ev=7.4 e_tot_ha=-721.90675 spin_multiplicity=1 lumo_ev=-0.91
C 0.16995 -0.53181 -0.18247 -0.2461 2.4381 0.9120 -0.7794
P -1.22390 0.10581 0.77772 0.4520 1.0477 -0.6967 0.3178
P -0.25561 1.85080 0.25541 -0.0787 -3.3876 0.0605 0.0315
H 0.98603 -0.94315 0.39266 0.2354 0.0291 0.0252 0.2060
H 0.32354 -0.48165 -1.24331 -0.3626 -0.1273 -0.3010 0.2240

***

5.
85
Properties=species:S:1:pos:R:3:forces:R:3:lowdin_charge:R:1 method="wB97M-V/def2-TZVPD" total_charge=+1 e_above_lowest_kj_mol=0.0 gap_ev="4.4 / 4.7" e_tot_ha=-3295.84343 spin_multiplicity=2 lumo_ev="-5.70 / -5.42"
Re 0.69754 1.16490 1.19242 0.1270 -0.4182 -0.4516 1.6817
C 0.58977 1.53563 5.56569 -0.0264 -0.0293 -0.0097 -0.0474
C -0.35979 0.57704 5.90227 0.0008 0.0058 -0.0078 -0.0550
C -0.96711 -0.17192 4.90883 0.0038 0.0208 0.0375 -0.0120
C -0.61161 0.04049 3.57764 -0.0140 0.0119 -0.0403 -0.2028
C 0.34373 1.00264 3.22387 0.0159 -0.0474 -0.0282 -0.2193
C 0.93377 1.75370 4.23644 0.0299 0.0027 0.0010 -0.0837
C -1.17043 -0.69904 2.44844 0.0323 0.0582 0.0554 -0.2020
C -1.99577 -1.80839 2.59088 -0.0616 -0.0239 -0.0298 0.0148
C -2.35790 -2.53751 1.48659 0.0181 0.0483 0.0368 0.0583
C -1.98400 -2.11918 0.20202 -0.0344 0.0118 -0.0031 -0.1485
C -2.37007 -2.83537 -0.95520 -0.0251 -0.0360 -0.0177 0.0161
C -2.02367 -2.38876 -2.19589 0.1007 0.0995 -0.0213 -0.0177
C -1.31795 -1.17433 -2.31220 -0.0154 -0.1222 -0.0222 -0.0067
C -0.93939 -0.45241 -1.20676 0.0170 0.0018 -0.0095 -0.0210
C -1.22009 -0.93581 0.07571 0.0457 -0.0329 -0.0754 -0.1856
N -0.76962 -0.26491 1.21462 -0.1315 0.0864 0.3402 -0.0351
H 1.06281 2.11962 6.34435 0.0015 0.0034 0.0008 0.1168
H -0.62713 0.41858 6.93784 0.0003 -0.0002 -0.0003 0.1144
H -1.71147 -0.90830 5.18183 0.0005 -0.0070 -0.0054 0.1128
H 1.68154 2.50481 4.00428 -0.0037 -0.0007 0.0041 0.1048
H -2.28230 -2.12943 3.58007 -0.0040 0.0018 0.0052 0.1204
H -2.94055 -3.44484 1.59543 -0.0040 0.0032 0.0001 0.1420
H -2.93309 -3.75161 -0.82758 0.0064 -0.0043 -0.0055 0.1316
H -2.24367 -2.94558 -3.09511 -0.0459 -0.0405 0.0166 0.1232
H -1.04525 -0.83500 -3.30062 0.0130 0.0556 0.0166 0.1094
H -0.40214 0.47700 -1.33340 -0.0496 -0.1119 -0.0046 0.0700
N -4.70684 2.82749 0.83664 -0.0093 -0.0462 -0.0365 0.1890
C -4.03705 3.99342 0.67323 0.0241 0.0215 0.0115 -0.4922
O -4.54574 5.01539 0.27687 0.0044 -0.0051 -0.0156 0.1022
C -2.55472 3.98145 0.97753 -0.0226 -0.0035 0.0160 -0.0846
C -1.93544 5.20529 1.20196 0.0130 0.0070 0.0192 0.0494
C -0.57381 5.23985 1.44631 -0.0283 0.0219 -0.0070 0.0086
C 0.13912 4.05931 1.44338 0.0112 -0.0496 0.0108 -0.0832
N -0.45577 2.87806 1.19673 -0.1143 0.1023 0.0182 -0.1157
C -1.78367 2.83719 0.97569 0.0304 0.0476 -0.0459 -0.0456
H -5.70005 2.84716 0.66666 -0.0049 0.0039 0.0083 0.1274
H -4.34292 2.06501 1.37834 0.0074 0.0160 0.0330 0.0996
H -2.53807 6.10348 1.17212 0.0045 0.0029 -0.0017 0.1398
H -0.05771 6.16954 1.63696 0.0042 -0.0015 -0.0016 0.1292
H 1.20670 4.03510 1.62359 -0.0023 0.0017 0.0082 0.1285
H -2.20044 1.86340 0.75506 -0.0174 -0.0030 -0.0040 0.1170
O -0.78323 -3.59228 -5.75867 -0.0251 0.0006 -0.0273 -0.3278
S 0.44057 -3.22518 -5.09099 0.0157 0.0507 0.1940 0.4223
O 0.29389 -3.13193 -3.63330 0.0481 0.0152 -0.0085 -0.3872
O 1.66134 -3.86204 -5.51579 -0.0058 -0.0087 -0.0764 -0.3159
C 0.68533 -1.47741 -5.57085 0.0284 -0.0478 0.0615 -0.3314
N 0.32224 -1.07537 -6.78598 0.0265 0.0091 -0.0202 0.1441
C 0.42886 0.22005 -7.04431 0.0106 -0.0652 -0.0397 -0.0900
C 0.82943 1.15181 -6.09123 0.0508 0.1019 0.0249 0.0125
C 1.20848 0.62339 -4.87450 -0.0274 -0.0615 -0.0693 -0.2385
N 1.18346 -0.68623 -4.62654 -0.0943 0.0823 0.0308 0.1575
C 1.50172 1.35979 -3.61737 0.0107 -0.0708 -0.0098 -0.1132
C 2.48364 0.85709 -2.76945 0.0009 -0.0352 0.0704 0.0263
C 2.41104 1.14061 -1.42699 -0.0035 0.0695 0.0096 -0.1161
N 1.41494 1.87163 -0.89491 0.0672 0.0614 0.0185 -0.0779
C 0.61204 2.53096 -1.74689 -0.0475 -0.0075 -0.0181 -0.1315
C 0.63888 2.32665 -3.11159 -0.0506 0.0213 0.0399 0.0240
H 0.16272 0.53487 -8.04722 -0.0123 0.0064 0.0020 0.1188
H 0.85186 2.21110 -6.30679 0.0016 0.0002 0.0100 0.1152
H 3.20226 0.13680 -3.13306 0.0067 -0.0047 -0.0086 0.1390
H 3.10414 0.69941 -0.72509 0.0067 -0.0227 -0.0063 0.1143
H -0.14814 3.16650 -1.31063 0.0070 0.0215 0.0071 0.1079
H -0.10175 2.80290 -3.73991 -0.0024 -0.0031 -0.0038 0.1313
C 1.96609 -2.15393 -1.06718 0.0519 0.0141 -0.0525 -0.0022
C 1.46543 -2.79562 0.18928 0.0360 -0.0461 -0.0451 -0.1699
C 0.95257 -4.08939 0.15983 0.0053 -0.0197 -0.0496 -0.0295
C 0.54573 -4.71734 1.32523 0.0159 0.0260 0.0197 -0.6552
Cl -0.12319 -6.30961 1.24788 0.0064 0.0107 0.0039 0.7135
C 0.66491 -4.08693 2.55500 -0.0165 -0.0212 -0.0332 -0.0906
C 1.14695 -2.79025 2.60065 -0.0126 0.0969 0.0229 -0.0152
C 1.51741 -2.15695 1.42489 -0.0439 -0.1155 -0.1003 -0.2132
O 1.96010 -0.80743 1.44153 -0.0145 0.0440 0.0553 -0.1845
C 3.04268 -0.56004 2.35357 -0.0080 0.0242 0.1268 -0.0398
C 3.34567 0.92135 2.34924 0.0726 -0.1456 -0.1316 -0.5205
O 4.21575 1.45099 2.95599 -0.0356 -0.0196 0.0017 0.1833
O 2.50797 1.57870 1.50790 0.0662 0.3983 0.2296 -0.2089
H 1.67850 -2.71598 -1.95618 -0.0544 -0.0210 0.0012 0.0724
H 3.05678 -2.07468 -1.04221 0.0081 0.0253 0.0194 0.1073
H 1.56025 -1.15245 -1.18134 0.0116 -0.0097 0.0001 0.0399
H 0.87721 -4.60153 -0.79157 -0.0099 0.0094 -0.0148 0.1335
H 0.36933 -4.59696 3.46116 0.0017 -0.0033 -0.0017 0.1157
H 1.20101 -2.28538 3.55628 0.0346 0.0596 -0.0001 0.1232
H 3.92450 -1.12647 2.05422 -0.0084 -0.0054 -0.0383 0.1662
H 2.77084 -0.82638 3.37436 -0.0160 -0.0669 0.0113 0.1419